(1)
A 2-piece molecular cluster, C4H11N3O2 overall at a distorted geometry. Source: the OMol25 dataset; level of theory: ωB97M-V/def2-TZVPD.

Results
**E**: -473.37001 Ha
**2S+1**: 2
**Frontier orbital gap (alpha / beta)**: 8.78 / 4.10 eV
**Total charge**: +1
**Energy relative to the best compared isomer or geometry (same formula, charge and spin)**: 389.7 kJ/mol
**HOMO (alpha / beta)**: -0.467 / -0.467 Ha
**⟨S²⟩**: 0.76

Each atom is followed by the atoms it is bonded to, with distances in Å.
Geometry (Å):
1 O 2.05474 -0.90996 1.09632  C9 1.377, H11 0.938
2 O 3.34552 -2.68856 0.61657  C9 1.209
3 N -0.60560 1.23998 -1.39556  C7 1.390, H14 1.080, H18 1.083
4 N -2.51302 1.16401 0.05626  C7 1.510, C8 1.421, H13 1.017
5 N -0.75755 -0.58524 0.06129  C7 1.274, H16 1.036
6 C 3.83731 -0.48522 -0.44677  C9 1.553, H10 1.035, H15 1.049, H19 1.108
7 C -1.22403 0.51299 -0.38451  N3 1.390, N4 1.510, N5 1.274
8 C -3.65180 0.40384 0.43830  N4 1.421, H12 1.135, H17 1.068, H20 1.119
9 C 3.15164 -1.49978 0.50850  O1 1.377, O2 1.209, C6 1.553
10 H 4.07036 -0.82553 -1.39647  C6 1.035
11 H 1.62698 -1.43237 1.74727  O1 0.938
12 H -3.38577 -0.68914 0.59258  C8 1.135
13 H -2.34502 1.94072 0.69116  N4 1.017
14 H -0.43990 2.26348 -1.09198  N3 1.080
15 H 4.65459 -0.03276 0.02984  C6 1.049
16 H -1.34349 -1.14179 0.70945  N5 1.036
17 H -3.91258 1.09023 1.21357  C8 1.068
18 H -1.25658 1.02569 -2.23418  N3 1.083
19 H 3.17626 0.40137 -0.51560  C6 1.108
20 H -4.48205 0.24807 -0.29605  C8 1.119

Atomic partial charges in e from the natural (NBO) method, atoms 1 to 2: -0.7214 -0.5611

=====

(2)
A 2-piece molecular cluster, C4H11N3O2 overall at a distorted geometry. Source: the OMol25 dataset; level of theory: ωB97M-V/def2-TZVPD.

Results
**E**: -473.41289 Ha
**2S+1**: 2
**Frontier orbital gap (alpha / beta)**: 10.82 / 5.39 eV
**Total charge**: +1
**Energy relative to the best compared isomer or geometry (same formula, charge and spin)**: 277.1 kJ/mol
**HOMO (alpha / beta)**: -0.525 / -0.525 Ha
**⟨S²⟩**: 0.78

Each atom is followed by the atoms it is bonded to, with distances in Å.
Geometry (Å):
1 O -1.26231 -1.17196 0.81780  C7 1.386, H19 0.971
2 O 0.25953 -0.99755 2.52975  C7 1.186
3 N -0.68141 1.47072 -0.93089  C9 1.406, H12 1.021, H14 1.010
4 N -0.16751 -0.31875 -2.28856  C9 1.275, H10 1.033
5 N 1.60998 0.74622 -1.02985  C6 1.413, C9 1.443, H13 1.014
6 C 2.48703 -0.34392 -1.22878  N5 1.413, H11 1.137, H16 1.075, H20 1.078
7 C -0.78322 -0.72029 2.03776  O1 1.386, O2 1.186, C8 1.519
8 C -1.99367 0.06768 2.50818  C7 1.519, H15 1.097, H17 1.082, H18 1.108
9 C 0.25573 0.59272 -1.50383  N3 1.406, N4 1.275, N5 1.443
10 H 0.60400 -0.83437 -2.74226  N4 1.033
11 H 2.83889 -0.53897 -2.29198  C6 1.137
12 H -0.91175 1.09811 -0.00832  N3 1.021
13 H 1.85362 1.73019 -0.99457  N5 1.014
14 H -1.56079 1.46579 -1.42754  N3 1.010
15 H -2.27010 0.99233 1.98763  C8 1.097
16 H 2.02562 -1.18781 -0.74862  C6 1.075
17 H -2.12429 0.40589 3.52721  C8 1.082
18 H -2.95992 -0.41515 2.26149  C8 1.108
19 H -0.69076 -1.78058 0.32204  O1 0.971
20 H 3.47133 -0.26029 -0.79665  C6 1.078

Atomic partial charges in e from the natural (NBO) method, atoms 1 to 2: -0.7355 -0.5331

=====

(3)
A 2-piece molecular cluster, C4H11N3O2 overall at a distorted geometry. Source: the OMol25 dataset; level of theory: ωB97M-V/def2-TZVPD.

Results
**E**: -473.48671 Ha
**2S+1**: 2
**Frontier orbital gap (alpha / beta)**: 10.33 / 6.19 eV
**Total charge**: +1
**Energy relative to the best compared isomer or geometry (same formula, charge and spin)**: 83.3 kJ/mol
**HOMO (alpha / beta)**: -0.497 / -0.496 Ha
**⟨S²⟩**: 0.76

Each atom is followed by the atoms it is bonded to, with distances in Å.
Geometry (Å):
1 O 2.38126 -1.00358 0.41871  C7 1.200
2 O 0.33472 -0.99286 1.29368  C7 1.375, H20 0.976
3 N -2.08709 1.47048 -2.01933  C8 1.337, H10 1.009, H12 1.010
4 N -1.39990 -0.59257 -1.26198  C8 1.327, H13 1.008, H16 1.014
5 N -0.53069 1.18051 -0.21531  C8 1.347, C9 1.422
6 C 1.88056 -2.67969 2.04420  C7 1.480, H11 1.088, H15 1.086, H17 1.086
7 C 1.60201 -1.51321 1.17638  O1 1.200, O2 1.375, C6 1.480
8 C -1.32410 0.73135 -1.20683  N3 1.337, N4 1.327, N5 1.347
9 C -0.14095 2.54707 -0.16908  N5 1.422, H14 1.090, H18 1.101, H19 1.085
10 H -1.74748 2.35237 -2.37215  N3 1.009
11 H 1.23765 -3.54143 1.87909  C6 1.088
12 H -2.73067 0.99909 -2.63852  N3 1.010
13 H -1.65983 -1.06352 -2.11396  N4 1.008
14 H -0.88755 3.26202 -0.51521  C9 1.090
15 H 1.86431 -2.41748 3.09761  C6 1.086
16 H -0.99212 -1.12955 -0.50436  N4 1.014
17 H 2.85293 -3.11314 1.82840  C6 1.086
18 H 0.78337 2.72278 -0.74009  C9 1.101
19 H 0.11921 2.81215 0.85043  C9 1.085
20 H 0.44436 -0.03076 1.16831  O2 0.976

Atomic partial charges in e from the natural (NBO) method, atoms 1 to 2: -0.5662 -0.7405

=====

(4)
A 2-piece molecular cluster, C4H11N3OP overall at a distorted geometry. Source: the OMol25 dataset; level of theory: ωB97M-V/def2-TZVPD.

Results
**E**: -739.60989 Ha
**2S+1**: 1
**Frontier orbital gap**: 10.24 eV
**Total charge**: +1
**Energy relative to the best compared isomer or geometry (same formula, charge and spin)**: 37.9 kJ/mol
**HOMO**: -0.505 Ha

Each atom is followed by the atoms it is bonded to, with distances in Å.
Geometry (Å):
1 P -2.36743 -1.02073 -0.15260  O2 1.465, N5 1.608, H18 1.324, H19 1.377
2 O -1.06376 -0.50553 0.27373  P1 1.465
3 N 1.29392 0.19579 -0.51864  C7 1.276, C9 1.453, H20 1.066
4 N -3.28054 2.24821 1.09648  C8 1.155, H16 0.990
5 N -3.49786 0.05013 0.24971  P1 1.608, C8 1.216
6 C 2.11738 -1.63613 0.80537  C7 1.476, H11 1.100, H12 1.196, H13 1.113
7 C 2.29126 -0.47395 -0.08830  N3 1.276, C6 1.476, H15 1.084
8 C -3.41531 1.20578 0.61855  N4 1.155, N5 1.216
9 C 1.62476 1.43571 -1.20094  N3 1.453, H10 1.167, H14 1.019, H17 1.043
10 H 1.05729 1.40867 -2.22038  C9 1.167
11 H 1.07019 -1.93948 0.95214  C6 1.100
12 H 2.63096 -2.57802 0.27591  C6 1.196
13 H 2.68718 -1.43109 1.73902  C6 1.113
14 H 1.42935 2.20342 -0.56032  C9 1.019
15 H 3.33451 -0.18178 -0.05004  C7 1.084
16 H -3.68770 3.10690 1.37346  N4 0.990
17 H 2.66694 1.41781 -1.23433  C9 1.043
18 H -2.36968 -1.26159 -1.45482  P1 1.324
19 H -2.79796 -2.20847 0.39631  P1 1.377
20 H 0.27650 -0.03565 -0.30032  N3 1.066

Atomic partial charges in e from the natural (NBO) method, atoms 1 to 2: 1.7784 -1.1507

=====

(5)
The molecule C4H11N3S at a distorted geometry. Source: the OMol25 dataset; level of theory: ωB97M-V/def2-TZVPD.

Results
**E**: -721.36785 Ha
**2S+1**: 1
**Frontier orbital gap**: 9.69 eV
**SMILES string**: C/N=C(/NC)N(C)S
**Total charge**: 0
**Energy relative to the best compared isomer or geometry (same formula, charge and spin)**: 264.5 kJ/mol
**HOMO**: -0.330 Ha

Each atom is followed by the atoms it is bonded to, with distances in Å.
Geometry (Å):
1 S 1.46301 -1.38812 -0.98229  N2 1.730, H11 1.426
2 N 0.43480 -0.69117 0.22247  S1 1.730, C6 1.486, C7 1.464
3 N -1.61288 0.52409 0.05612  C5 1.511, C7 1.416, H16 1.082
4 N 0.41164 1.63452 -0.33818  C7 1.239, C8 1.455
5 C -2.14949 -0.34782 -1.05517  N3 1.511, H13 1.105, H18 1.154, H19 1.058
6 C -0.00310 -1.48592 1.39963  N2 1.486, H12 1.031, H14 1.136, H17 1.092
7 C -0.20235 0.59864 -0.04663  N2 1.464, N3 1.416, N4 1.239
8 C 1.80630 1.76235 0.05517  N4 1.455, H9 1.232, H10 1.195, H15 1.151
9 H 2.36042 2.06471 -1.00302  C8 1.232
10 H 1.86362 2.64051 0.86350  C8 1.195
11 H 2.70157 -0.71540 -0.76626  S1 1.426
12 H -0.47191 -2.35250 1.09555  C6 1.031
13 H -1.60282 -1.29343 -0.88787  C5 1.105
14 H -0.83104 -1.02470 2.02670  C6 1.136
15 H 2.12649 0.79730 0.59467  C8 1.151
16 H -1.97129 1.48620 -0.28483  N3 1.082
17 H 0.87545 -1.64895 2.02817  C6 1.092
18 H -3.28353 -0.52842 -0.94064  C5 1.154
19 H -1.91490 -0.03188 -2.03709  C5 1.058

Atomic partial charges in e from the natural (NBO) method, atoms 1 to 2: 0.1855 -0.6642

=====

(6)
A 2-piece molecular cluster, C4H11N3S overall at a distorted geometry. Source: the OMol25 dataset; level of theory: ωB97M-V/def2-TZVPD.

Results
**E**: -721.30300 Ha
**2S+1**: 1
**Frontier orbital gap (alpha / beta)**: 6.18 / 6.31 eV
**Total charge**: 0
**Energy relative to the best compared isomer or geometry (same formula, charge and spin)**: 434.8 kJ/mol
**HOMO (alpha / beta)**: -0.315 / -0.317 Ha

Each atom is followed by the atoms it is bonded to, with distances in Å.
Geometry (Å):
1 S -4.26878 -0.27955 0.11966  no bonds
2 N 0.21474 -0.16691 0.19925  C6 1.386, C7 1.425, C8 1.440
3 N -1.69709 0.70568 -0.67243  C6 1.257, H11 1.040
4 N -1.18868 -1.65601 -0.90314  C6 1.425, H12 0.993, H18 1.151
5 C 1.78856 1.66934 -0.07782  C7 1.566, H10 1.132, H15 1.115, H19 1.113
6 C -0.99823 -0.31653 -0.45512  N2 1.386, N3 1.257, N4 1.425
7 C 0.51828 1.14276 0.67143  N2 1.425, C5 1.566, H9 1.008, H17 1.012
8 C 1.06466 -1.28321 0.52277  N2 1.440, H13 1.060, H14 1.153, H16 1.088
9 H -0.33544 1.66231 0.53669  C7 1.008
10 H 1.86985 2.79777 -0.04281  C5 1.132
11 H -2.69067 0.83184 -0.95227  N3 1.040
12 H -2.07514 -1.81704 -1.32068  N4 0.993
13 H 1.27552 -1.80312 -0.37702  C8 1.060
14 H 2.04374 -0.79252 0.88482  C8 1.153
15 H 1.51992 1.58483 -1.15707  C5 1.115
16 H 0.61074 -1.96581 1.23825  C8 1.088
17 H 0.69192 1.07889 1.66616  C7 1.012
18 H -1.00199 -2.41708 -0.05986  N4 1.151
19 H 2.65810 1.02435 0.17917  C5 1.113

Atomic partial charges in e from the natural (NBO) method, atoms 1 to 2: -0.1171 -0.4216

=====

What did the fourth record say?
A 2-piece molecular cluster, C4H11N3OP overall at a distorted geometry. Source: the OMol25 dataset; level of theory: ωB97M-V/def2-TZVPD.

Results
**E**: -739.60989 Ha
**2S+1**: 1
**Frontier orbital gap**: 10.24 eV
**Total charge**: +1
**Energy relative to the best compared isomer or geometry (same formula, charge and spin)**: 37.9 kJ/mol
**HOMO**: -0.505 Ha

Each atom is followed by the atoms it is bonded to, with distances in Å.
Geometry (Å):
1 P -2.36743 -1.02073 -0.15260  O2 1.465, N5 1.608, H18 1.324, H19 1.377
2 O -1.06376 -0.50553 0.27373  P1 1.465
3 N 1.29392 0.19579 -0.51864  C7 1.276, C9 1.453, H20 1.066
4 N -3.28054 2.24821 1.09648  C8 1.155, H16 0.990
5 N -3.49786 0.05013 0.24971  P1 1.608, C8 1.216
6 C 2.11738 -1.63613 0.80537  C7 1.476, H11 1.100, H12 1.196, H13 1.113
7 C 2.29126 -0.47395 -0.08830  N3 1.276, C6 1.476, H15 1.084
8 C -3.41531 1.20578 0.61855  N4 1.155, N5 1.216
9 C 1.62476 1.43571 -1.20094  N3 1.453, H10 1.167, H14 1.019, H17 1.043
10 H 1.05729 1.40867 -2.22038  C9 1.167
11 H 1.07019 -1.93948 0.95214  C6 1.100
12 H 2.63096 -2.57802 0.27591  C6 1.196
13 H 2.68718 -1.43109 1.73902  C6 1.113
14 H 1.42935 2.20342 -0.56032  C9 1.019
15 H 3.33451 -0.18178 -0.05004  C7 1.084
16 H -3.68770 3.10690 1.37346  N4 0.990
17 H 2.66694 1.41781 -1.23433  C9 1.043
18 H -2.36968 -1.26159 -1.45482  P1 1.324
19 H -2.79796 -2.20847 0.39631  P1 1.377
20 H 0.27650 -0.03565 -0.30032  N3 1.066

Atomic partial charges in e from the natural (NBO) method, atoms 1 to 2: 1.7784 -1.1507